Record 1
C47H54BN8O2P2Rh as an isolated structure at a distorted geometry. Source: the Open Molecules 2025 dataset; level of theory: the ωB97M-V functional and the def2-TZVPD basis.

## Properties
- multiplicity = 1
- charge = +2
- relative energy (zero: lowest compared OMol25 entry of this formula, charge and spin) (kJ/mol) = 64.5
- gap between HOMO and LUMO (spin up / spin down) (eV) = 6.2 / 6.3
- LUMO energy (spin up / spin down) (eV) = -7.08 / -7.07

Last column: Löwdin charge in e.
Atoms and positions in Å:
1 Rh -0.13393 -0.34097 -0.36884  0.816
2 P 0.08147 2.04649 -0.85009  0.944
3 P 2.04028 0.25003 -0.72557  0.939
4 O 0.16708 -3.24641 0.30368  0.048
5 O 0.52312 -2.96354 -1.93610  0.055
6 N -4.20037 -2.25174 -0.91346  -0.072
7 N -4.53427 0.13653 -1.10374  -0.073
8 N 1.73468 1.91900 -0.38588  -0.420
9 N -2.10576 5.00812 8.68907  0.193
10 N -2.36245 -0.72514 -0.37047  -0.150
11 N -4.32415 -0.88502 1.08345  -0.074
12 N -0.24038 0.80728 3.70503  0.017
13 N 0.04848 0.04100 1.68433  -0.045
14 C -2.24402 3.17528 5.71854  0.003
15 C 0.24988 3.49445 -3.25877  -0.056
16 C 2.63297 0.22710 -2.43051  -0.331
17 C -0.47848 -5.57412 0.37313  0.003
18 C -0.26180 5.87911 0.51023  -0.042
19 C -4.97470 0.16512 0.29283  -0.146
20 C -0.32663 1.15532 -3.39784  -0.126
21 C 3.36246 -1.51575 0.89934  -0.095
22 C -0.16948 2.46676 -5.39497  -0.041
23 C 0.25067 4.71399 -0.03385  -0.103
24 C 3.43067 -0.26072 0.28761  -0.327
25 C -2.89400 -0.68520 1.03440  -0.170
26 C 0.21739 1.87825 5.84299  0.009
27 C 2.15066 2.40304 0.95635  -0.133
28 C -0.44974 1.02961 2.40261  -0.147
29 C -4.85786 -1.18030 -1.66667  -0.140
30 C 5.68924 -0.00844 1.06984  -0.045
31 C 0.42920 -0.39510 3.82372  0.014
32 C -3.10529 0.32404 -1.15377  -0.176
33 C 0.49287 -4.42429 -1.75368  -0.426
34 C -1.55732 5.90402 1.01414  -0.043
35 C 2.37629 -0.86562 -3.25424  -0.077
36 C 3.89492 1.26176 -4.19971  -0.050
37 C -1.78737 4.28654 7.85521  -0.161
38 C -2.77250 -2.05682 -0.94896  -0.175
39 C -1.39263 3.38527 6.80004  -0.205
40 C 0.52969 -4.59007 -0.18723  -0.432
41 C 1.69970 -4.98917 -2.47878  0.003
42 C -4.64827 -2.18661 0.48155  -0.137
43 C -0.53394 3.55583 -0.07416  -0.364
44 C 4.46246 -2.01675 1.58640  -0.049
45 C -1.82848 3.58614 0.44002  -0.113
46 C -2.34000 4.76044 0.98140  -0.053
47 C 2.88244 -0.89181 -4.54590  -0.053
48 C -0.77896 -4.94115 -2.40307  0.002
49 C 5.62037 -1.26011 1.67267  -0.044
50 C 4.60590 0.48901 0.36947  -0.076
51 C 1.91756 -4.89772 0.35811  -0.006
52 C -0.42011 1.25068 -4.77683  -0.050
53 C -0.63798 1.68095 4.77216  -0.180
54 C 3.63813 0.16711 -5.01902  -0.049
55 C 3.39612 1.29684 -2.90736  -0.081
56 C 0.60394 -0.86705 2.56441  -0.070
57 C 0.00358 2.27268 -2.62988  -0.342
58 C -0.16551 2.73102 6.86475  0.007
59 C -1.86870 2.31298 4.70435  0.003
60 C 0.16592 3.58427 -4.63775  -0.045
61 B 0.26303 -2.37491 -0.74552  -0.735
62 H 0.35552 4.53079 -5.12531  0.118
63 H -0.78494 -4.64371 -3.45177  0.104
64 H -4.16252 -2.97797 1.05351  0.135
65 H -2.29682 -2.83129 -0.35944  0.108
66 H -4.73664 1.14049 0.72381  0.127
67 H -0.80594 -6.03016 -2.36302  0.106
68 H 4.68521 1.45125 -0.11975  0.107
69 H 1.04278 -1.78801 2.23404  0.099
70 H -4.53073 -1.21672 -2.70703  0.135
71 H -2.54678 2.11409 3.88383  0.118
72 H -0.48992 0.19257 -2.91488  0.080
73 H 2.62599 -4.51142 -2.16477  0.092
74 H -0.23938 2.54725 -6.47183  0.119
75 H -2.84820 1.29977 -0.74837  0.083
76 H 2.23501 -5.89589 0.05750  0.104
77 H 0.68126 -0.81708 4.78051  0.141
78 H 0.34964 6.77132 0.53975  0.120
79 H -5.93639 -1.32666 -1.63320  0.137
80 H 3.08485 2.95639 0.87051  0.089
81 H 1.26576 4.70225 -0.41402  0.114
82 H -0.67627 0.38014 -5.36761  0.119
83 H 1.78834 -1.69950 -2.89265  0.080
84 H 1.18427 1.39222 5.87497  0.124
85 H -1.68583 -4.56343 -1.93103  0.079
86 H 4.48250 2.09075 -4.57140  0.116
87 H 4.41242 -2.99293 2.05321  0.116
88 H 2.66613 -4.18693 -0.00048  0.080
89 H -2.77191 0.28068 -2.19006  0.119
90 H 1.58079 -4.83380 -3.55069  0.100
91 H -1.50218 -5.31020 0.10999  0.085
92 H 6.47804 -1.64387 2.20925  0.119
93 H 1.78185 -6.06248 -2.30379  0.107
94 H -2.44943 2.69589 0.41866  0.072
95 H -0.39706 -5.59869 1.45903  0.100
96 H 0.48878 2.90025 7.70755  0.134
97 H -0.90957 1.92658 2.01921  0.116
98 H -1.95480 6.81858 1.43384  0.120
99 H -2.38437 -1.45918 1.61081  0.135
100 H 2.44612 -2.09546 0.83846  0.059
101 H -2.41084 -2.10641 -1.97882  0.135
102 H 4.02966 0.14432 -6.02785  0.117
103 H 1.89150 -4.86685 1.44867  0.102
104 H 2.30416 1.57564 1.65109  0.070
105 H -3.35012 4.78026 1.36979  0.116
106 H 1.40346 3.06946 1.37763  0.063
107 H 3.57823 2.16279 -2.28495  0.102
108 H 0.49335 4.37703 -2.68469  0.102
109 H -3.20287 3.67438 5.68546  0.132
110 H -6.05397 0.02362 0.32955  0.137
111 H -5.72543 -2.33687 0.51992  0.137
112 H 2.68487 -1.74401 -5.18308  0.115
113 H -0.27779 -6.57812 -0.00310  0.108
114 H 6.59815 0.57456 1.13696  0.119
115 H -2.65397 0.29276 1.45686  0.102



Record 2
A 5-piece molecular cluster, C53H69IN2O12S7 overall at a distorted geometry. Source: the Open Molecules 2025 dataset; level of theory: the ωB97M-V functional and the def2-TZVPD basis.

## Properties
- multiplicity = 1
- charge = 0
- relative energy (zero: lowest compared OMol25 entry of this formula, charge and spin) (kJ/mol) = 72.1
- SMILES string = CCCCCc1c(I)cc(S)c2c1C(=O)c1c(cc(OC(=O)c3ccccc3)c(CCCC)c1CCCSC(=S)n1ccnc1)C2=O.O=S1(=O)CCCC1.O=S1(=O)CCCC1.O=S1(=O)CCCC1.O=S1(=O)CCCC1
- gap between HOMO and LUMO (eV) = 7.7
- LUMO energy (eV) = -1.16

Last column: Löwdin charge in e.
Atoms and positions in Å:
1 I 0.52313 0.22047 5.17871  1.052
2 S 4.60202 4.81624 0.81290  0.789
3 S -3.89121 -0.95000 1.80596  0.814
4 S 1.89766 -4.42885 4.23674  0.684
5 S 3.60612 4.40771 -1.99701  0.850
6 S 5.53578 -0.50200 4.36895  0.663
7 S -2.04509 -6.14720 -0.53178  0.664
8 S -7.92693 1.31491 -1.63880  0.658
9 O 4.79909 0.12810 5.43895  -0.328
10 O -7.93501 2.73147 -1.36734  -0.326
11 O -2.76970 3.18028 -5.78268  0.132
12 O -7.78297 0.79978 -2.97649  -0.324
13 O -2.75604 -1.73366 -0.83826  0.073
14 O -3.35217 -5.86119 0.00470  -0.318
15 O 5.67566 0.12438 3.07340  -0.340
16 O 2.66950 -5.39205 4.98324  -0.320
17 O -0.95206 -6.57711 0.30925  -0.332
18 O -1.84667 1.34270 -4.95685  0.077
19 O 2.49661 -3.23912 3.66909  -0.344
20 O 1.96278 -1.16911 -0.44220  0.123
21 N 7.84748 2.88314 -1.95570  0.060
22 N 5.97477 3.45343 -0.95737  -0.175
23 C -7.49511 0.20133 0.69441  -0.225
24 C -2.55098 2.52665 -4.78841  -0.369
25 C 6.09408 -3.10195 4.53971  -0.199
26 C -1.78497 0.27066 -2.85827  0.054
27 C -1.09015 0.93627 -3.85816  -0.194
28 C 2.27026 3.20553 -1.58543  -0.425
29 C -0.49871 -5.18095 3.35089  -0.205
30 C -3.08270 3.62467 -1.11234  -0.062
31 C -0.21179 -0.15631 3.22107  -0.571
32 C -3.12950 3.01111 -3.47231  -0.121
33 C -1.29117 -0.68159 0.75446  -0.090
34 C 0.97539 -5.26537 2.94263  -0.209
35 C 2.81198 1.78143 -1.32473  -0.198
36 C -4.40787 4.01707 -1.19612  -0.075
37 C 0.14042 4.50819 -4.30136  -0.092
38 C -5.09235 3.89583 -2.39174  -0.073
39 C 0.94845 0.65872 -2.67026  -0.078
40 C -1.57383 -0.37779 3.12411  -0.186
41 C -8.84517 -0.35495 0.22428  -0.213
42 C 1.16429 1.81112 -4.90158  -0.117
43 C 2.46441 0.79426 -2.47486  -0.108
44 C -6.71862 0.53443 -0.57489  -0.236
45 C 0.53228 2.59821 -6.06738  -0.170
46 C 0.48249 -3.93049 5.20274  -0.230
47 C 0.44619 4.80396 2.19188  -0.106
48 C 0.56340 3.35174 2.73299  -0.229
49 C -2.11298 -0.64746 1.87308  -0.503
50 C 2.44998 1.55208 2.64394  -0.196
51 C 0.62245 -0.19193 2.10592  -0.191
52 C 0.08996 -0.46714 0.84801  -0.023
53 C -0.66484 -3.91789 4.20003  -0.214
54 C -1.51382 -4.74912 -1.52499  -0.218
55 C 0.89751 -0.58914 -0.43555  -0.249
56 C 7.57241 1.97921 -0.94453  -0.134
57 C -1.14467 -0.20191 -1.74934  -0.066
58 C 0.24476 0.00270 -1.66903  -0.028
59 C -2.47081 3.14682 -2.25780  -0.057
60 C 1.61369 2.59304 1.84341  -0.209
61 C -9.37264 0.58008 -0.86878  -0.221
62 C -1.42680 -5.25792 -2.96823  -0.208
63 C 6.41259 2.31868 -0.31377  -0.093
64 C 0.17704 4.10441 -5.78617  -0.218
65 C 4.93222 -2.17761 4.16237  -0.244
66 C 7.15715 -0.94901 4.98059  -0.232
67 C 0.28071 1.15644 -3.82962  -0.054
68 C 4.79776 4.19860 -0.66223  -1.034
69 C 2.10873 0.07295 2.28869  -0.162
70 C -2.43232 -6.40680 -3.11108  -0.218
71 C -1.84357 -0.95829 -0.64100  -0.264
72 C 6.96770 -2.35046 5.55289  -0.219
73 C -2.22321 -7.29669 -1.88968  -0.230
74 C -4.46979 3.39736 -3.51724  -0.005
75 C 6.87406 3.74317 -1.93524  -0.194
76 H -6.12738 4.20341 -2.51224  0.104
77 H -2.85736 0.10093 -2.96186  0.155
78 H 2.29586 3.34671 1.43263  0.038
79 H 4.08720 -2.30914 4.82488  0.081
80 H 1.14956 4.69461 -3.91044  0.056
81 H -0.40501 2.86801 2.53443  0.096
82 H -5.00033 3.33084 -4.46499  0.131
83 H -0.42904 3.83531 -3.65566  0.039
84 H 3.90750 1.79118 -1.25077  0.093
85 H 0.81542 3.31945 3.79734  0.087
86 H -3.44979 -6.00875 -3.11312  0.121
87 H -1.29516 -7.86302 -1.96888  0.108
88 H 5.72750 -4.04583 4.94274  0.115
89 H 2.43925 -0.54372 3.14359  0.071
90 H -2.50802 3.67330 -0.18866  0.105
91 H -9.55615 -0.43691 1.04590  0.114
92 H -2.18924 -0.34590 4.01999  0.090
93 H 7.84092 -0.95836 4.13159  0.106
94 H 0.96637 4.72269 -6.24401  0.103
95 H 6.45152 -2.29404 6.51437  0.120
96 H -6.95704 -0.51393 1.31507  0.091
97 H 1.31375 2.66029 -6.84403  0.106
98 H -4.89192 4.42071 -0.30689  0.114
99 H -0.73991 4.39628 -6.31029  0.091
100 H -1.62562 -4.45622 -3.67867  0.116
101 H 1.52222 3.23360 -2.38271  0.039
102 H -0.17129 4.87301 1.28714  0.064
103 H -2.28525 -6.96034 -4.03771  0.116
104 H 1.16006 -4.74054 2.00640  0.104
105 H -9.97476 1.38559 -0.45142  0.104
106 H -0.55031 -4.39747 -1.16053  0.104
107 H 1.77995 3.61754 -0.69133  0.057
108 H -9.94400 0.04326 -1.62249  0.103
109 H 2.96857 1.19293 -3.36137  0.107
110 H -2.26010 -3.96242 -1.42125  0.080
111 H 2.42805 1.45030 -0.35458  0.080
112 H -7.65413 1.10779 1.28385  0.122
113 H 2.92480 -0.17870 -2.27455  0.119
114 H 7.92354 -2.84894 5.71231  0.114
115 H -0.00867 5.43910 2.96756  0.069
116 H -1.14624 -5.16572 2.47684  0.093
117 H 3.50767 1.69997 2.37802  0.094
118 H -0.36558 5.48684 -4.24475  0.090
119 H -3.05727 -7.96768 -1.69607  0.108
120 H 6.85730 4.56326 -2.64412  0.130
121 H 0.31711 -4.67945 5.97749  0.111
122 H 7.48644 -0.22055 5.71869  0.106
123 H -1.63098 -3.89025 4.70385  0.121
124 H -0.29104 2.07806 -6.56667  0.102
125 H 1.43268 5.24119 1.97841  0.058
126 H 1.90142 2.43910 -4.38267  0.097
127 H -0.59158 -3.03465 3.55892  0.100
128 H 8.19589 1.12829 -0.69751  0.099
129 H 5.91963 1.80828 0.50512  0.116
130 H -3.96565 -2.30585 1.82977  -0.103
131 H 1.31966 -6.29354 2.86285  0.107
132 H -0.41918 -5.63003 -3.16781  0.118
133 H 1.76322 0.99816 -5.34863  0.134
134 H -1.42323 2.85907 -2.16568  0.102
135 H 4.62034 -2.31855 3.13337  0.095
136 H -8.70177 -1.35716 -0.18592  0.118
137 H 0.67193 -2.95925 5.65474  0.059
138 H 2.36859 1.75309 3.71653  0.040
139 H -0.76872 -6.05835 3.94297  0.124
140 H -6.37232 -0.37112 -1.07362  0.110
141 H 1.04121 2.14228 1.02007  0.095
142 H 6.68577 -3.33305 3.65036  0.119
143 H -5.88329 1.21157 -0.40465  0.097
144 H 2.72962 -0.23482 1.44539  0.107